{
  "formula": "C4H7N3O",
  "method": "ωB97M-V/def2-TZVPD",
  "symbols": ["C", "N", "O", "C", "C", "C", "N", "N", "H", "H", "H", "H", "H", "H", "H"],
  "xyz": [[-0.76355, 1.56944, -0.54905], [0.31619, 1.90111, 0.00460], [1.42302, 0.99527, -0.17538], [1.48177, -0.06981, 0.62408], [0.17111, -0.51249, 0.71409], [-0.50678, -1.67173, 0.27966], [-0.26792, -0.64313, -0.67788], [-1.30020, 0.29433, -1.10792], [-1.40674, 2.33638, -0.71822], [2.20298, -0.00273, 1.64916], [2.13552, -0.70731, -0.07565], [-0.04965, 0.14850, 1.52581], [-1.57896, -1.20477, 0.63093], [-0.41113, -2.74494, -0.00624], [-1.44565, 0.31190, -2.11797]],
  "smiles": "C1=NOC[C@@H]2CN2N1",
  "charge": 0,
  "homo_lumo_gap_ev": 9.88,
  "de_lowest_kcal_mol": 202.83,
  "lumo_ev": 1.050,
  "energy_ha": -395.8252
}

---

{
  "formula": "C4H7N3O",
  "method": "ωB97M-V/def2-TZVPD",
  "symbols": ["C", "O", "C", "N", "C", "C", "N", "N", "H", "H", "H", "H", "H", "H", "H"],
  "xyz": [[-1.64927, -0.92059, 0.19130], [-1.11852, 0.30070, -0.34895], [-0.13270, 0.02577, -1.25157], [1.30226, -0.65703, -0.62643], [1.91879, 0.18797, 0.01825], [1.48797, 1.64393, 0.00653], [0.85603, 2.07987, -1.23667], [0.16390, 1.27054, -1.86145], [-2.30548, -1.49966, -0.40327], [-2.19088, -0.62449, 0.99633], [-0.87414, -1.55582, 0.35536], [-0.56805, -0.81369, -1.94863], [2.83789, -0.07101, 0.45645], [0.81160, 1.92784, 0.74883], [2.38755, 2.29372, 0.23595]],
  "smiles": "CO[C@@H]1N=CCN=N1",
  "charge": 0,
  "homo_lumo_gap_ev": 9.39,
  "de_lowest_kcal_mol": 100.97,
  "lumo_ev": 0.634,
  "energy_ha": -395.9875
}

---

{
  "formula": "C4H7N3O",
  "method": "ωB97M-V/def2-TZVPD",
  "symbols": ["H", "N", "C", "C", "N", "O", "C", "C", "N", "H", "H", "H", "H", "H", "H"],
  "xyz": [[0.94815, -0.87299, -2.55319], [0.80291, -1.32079, -1.63673], [0.17482, -0.79300, -0.74135], [0.08783, -1.63620, 0.55930], [-0.43520, 0.46025, -0.68563], [0.42479, 1.40350, -1.30267], [-0.82803, 1.06523, 0.58496], [0.35163, 1.49459, 1.40315], [1.14102, 1.88948, 2.17610], [0.35785, -1.02845, 1.44231], [-0.90276, -2.18964, 0.84568], [0.81873, -2.44236, 0.54893], [-0.00089, 1.69042, -2.14576], [-1.50127, 1.90807, 0.32751], [-1.43959, 0.37189, 1.17738]],
  "smiles": "[H]/N=C(/C)N(O)CC#N",
  "charge": 0,
  "homo_lumo_gap_ev": 10.32,
  "de_lowest_kcal_mol": 78.11,
  "lumo_ev": 0.417,
  "energy_ha": -396.0239
}

---

{
  "formula": "C4H7N3O",
  "method": "ωB97M-V/def2-TZVPD",
  "symbols": ["C", "C", "C", "N", "C", "N", "N", "O", "H", "H", "H", "H", "H", "H", "H"],
  "xyz": [[-0.43850, 1.71667, 1.00344], [0.22381, 0.68228, -1.29750], [-0.40907, 0.67423, -0.05087], [-0.15835, -1.42853, 1.23656], [-0.63754, -0.79297, 0.10513], [0.26469, -0.78786, -1.29279], [1.14288, -1.56947, -1.69589], [0.74537, 1.40964, -2.11414], [1.76932, -1.07311, -2.34883], [0.78321, -1.17992, 1.50676], [-0.34171, -2.41854, 1.30665], [-1.60338, -1.20610, -0.18813], [0.28319, 1.52024, 1.80305], [-1.42708, 1.77076, 1.46441], [-0.19686, 2.68267, 0.56215]],
  "charge": 0,
  "homo_lumo_gap_ev": [7.64, 7.64],
  "de_lowest_kcal_mol": 77.59,
  "lumo_ev": [-0.293, -0.295],
  "energy_ha": -396.0248
}

---

> charge of number 1 (C4H7N3O)?

0

---

Copy entry 1 word for word.
{
  "formula": "C4H7N3O",
  "method": "ωB97M-V/def2-TZVPD",
  "symbols": ["C", "N", "O", "C", "C", "C", "N", "N", "H", "H", "H", "H", "H", "H", "H"],
  "xyz": [[-0.76355, 1.56944, -0.54905], [0.31619, 1.90111, 0.00460], [1.42302, 0.99527, -0.17538], [1.48177, -0.06981, 0.62408], [0.17111, -0.51249, 0.71409], [-0.50678, -1.67173, 0.27966], [-0.26792, -0.64313, -0.67788], [-1.30020, 0.29433, -1.10792], [-1.40674, 2.33638, -0.71822], [2.20298, -0.00273, 1.64916], [2.13552, -0.70731, -0.07565], [-0.04965, 0.14850, 1.52581], [-1.57896, -1.20477, 0.63093], [-0.41113, -2.74494, -0.00624], [-1.44565, 0.31190, -2.11797]],
  "smiles": "C1=NOC[C@@H]2CN2N1",
  "charge": 0,
  "homo_lumo_gap_ev": 9.88,
  "de_lowest_kcal_mol": 202.83,
  "lumo_ev": 1.050,
  "energy_ha": -395.8252
}

---

> charge of number 4 (C4H7N3O)?

0

---

> charge of number 3 (C4H7N3O)?

0